The molecule C4H7NO, computed with wB97M-V/def2-TZVPD.

```
13
C4H7NO | the Open Molecules 2025 dataset | wB97M-V/def2-TZVPD
O -1.48948 1.89038 -2.47259
C -0.98439 0.95783 -1.96286
N -0.57681 -0.06471 -1.47741
C 0.59693 -0.54997 -0.78715
C -0.47123 -0.21907 1.48994
C 0.74306 0.05767 0.60795
H 1.48356 -0.33932 -1.39609
H -1.39415 0.03498 0.95901
H 0.50068 -1.63765 -0.71029
H -0.44053 0.36800 2.41245
H -0.52541 -1.27870 1.76412
H 1.65115 -0.35785 1.06358
H 0.90661 1.13840 0.50933
```

Computed properties:
ΔE to the lowest compared entry with this formula, charge and spin: 50.5 kJ/mol
HOMO-LUMO gap: 0.4083 Ha
HOMO energy: -0.3785 Ha
F_max: 0.01423 Eh/bohr
DFT total energy: -286.61240 Eh
SMILES: CCCN=C=O